[1]
The following is a quantum chemistry calculation of an isolated molecule of C8H6N2, from OMol25.

Calculated total energy (hartree): -417.90251
Maximum force (eV Å⁻¹): 5.6
E_HOMO (eV): -9.216
Spin multiplicity: 1
Orbital gap (eV): 8.89
SMILES string: c1cnc2cccnc2c1
Energy relative to the best compared isomer or geometry (same formula, charge and spin) (eV): 1.095

Last column: Mulliken charge in e.
Positions of all 16 atoms, in Å:
1 C 1.1892 -0.7246 2.0401  -0.268
2 C 0.0716 -1.6630 1.9725  -0.298
3 C -0.6176 -0.4465 -0.0337  0.401
4 C -1.4973 -0.1462 -1.0421  -0.360
5 C -1.2641 0.8755 -2.0727  -0.482
6 C 0.0284 1.4180 -2.0023  -0.334
7 C 0.4976 0.3738 0.0380  0.670
8 C 1.4250 0.2425 1.1164  -0.522
9 H 1.9044 -0.6504 2.8568  0.314
10 H -0.1078 -2.4694 2.6185  0.450
11 H -2.2463 -0.9709 -1.1513  0.368
12 H -1.9935 1.3812 -2.7961  0.307
13 H 0.4201 2.1622 -2.6048  0.471
14 H 2.0781 1.0635 1.1276  0.453
15 N -0.7219 -1.5634 0.8976  -0.570
16 N 0.8343 1.1177 -0.9643  -0.600

Force components x, y, z for each atom (eV/Å):
C 0.87 0.69 1.10
C 0.13 2.92 -4.80
C 1.04 -1.51 2.21
C -1.71 -0.96 -2.78
C 0.05 -0.28 1.46
C -1.00 -1.81 3.07
C 0.55 -1.37 0.25
C -2.48 -1.05 -0.17
H -0.38 -0.75 0.33
H -0.04 -0.88 0.89
H -0.09 1.38 -0.03
H 0.84 -1.64 1.11
H 0.48 1.13 -1.61
H 1.54 0.42 0.53
N -0.61 0.93 0.50
N 0.83 2.77 -2.07



[2]
The following is a quantum chemistry calculation of an isolated molecule of C8H6N2, from OMol25.

Calculated total energy (hartree): -417.93763
Maximum force (eV Å⁻¹): 5.2
E_HOMO (eV): -9.272
Spin multiplicity: 1
Orbital gap (eV): 8.88
SMILES string: c1cnc2ncccc2c1
Energy relative to the best compared isomer or geometry (same formula, charge and spin) (eV): 0.140

Last column: Mulliken charge in e.
Positions of all 16 atoms, in Å:
1 C 1.5788 1.6852 -1.0467  -0.614
2 C 0.5828 2.3295 -0.2715  -0.093
3 C -0.4882 0.4174 0.3041  0.347
4 C -1.5382 -1.5000 1.0318  -0.023
5 C -0.6444 -2.4152 0.4648  -0.573
6 C 0.3620 -1.7899 -0.3530  -0.425
7 C 0.4443 -0.4392 -0.4316  0.870
8 C 1.4827 0.2924 -1.0489  -0.465
9 H 2.3320 2.3548 -1.4856  0.347
10 H 0.6452 3.3747 -0.1921  0.428
11 H -2.3626 -1.9077 1.6460  0.344
12 H -0.8504 -3.4790 0.5306  0.374
13 H 1.1489 -2.4718 -0.8230  0.254
14 H 2.0654 -0.3681 -1.6294  0.374
15 N -0.4357 1.7614 0.3893  -0.590
16 N -1.5155 -0.1878 1.0479  -0.554

Force components x, y, z for each atom (eV/Å):
C -0.89 -1.12 1.01
C -0.79 -1.27 0.38
C -1.30 -2.24 1.03
C -1.32 -0.26 1.59
C 1.54 2.14 -2.39
C -0.48 -5.04 1.21
C -0.62 4.67 1.31
C -0.15 0.67 -0.94
H -0.20 -0.97 -0.05
H -0.09 1.38 0.15
H 0.37 0.06 -0.39
H 0.43 0.21 0.01
H -1.12 1.22 0.43
H 1.43 -0.15 -0.70
N 1.59 0.04 -1.16
N 1.60 0.67 -1.48



[3]
The following is a quantum chemistry calculation of a structure of composition C8H6N3, from OMol25.

Calculated total energy (hartree): -472.17206
Maximum force (eV Å⁻¹): 5.9
E_HOMO (spin up / spin down) (eV): -13.405 / -13.404
Spin multiplicity: 1
Orbital gap (spin up / spin down) (eV): 7.88 / 7.88
Net charge: +1
Energy relative to the best compared isomer or geometry (same formula, charge and spin) (eV): 2.062

Last column: Mulliken charge in e.
Positions of all 17 atoms, in Å:
1 C 3.0316 -1.0776 0.3919  -0.316
2 C 1.8303 -1.5130 0.2961  0.174
3 C 3.5946 -0.0162 -0.0344  0.126
4 C 0.5754 -1.6228 0.3176  0.245
5 C 2.0876 1.3352 -0.1657  0.647
6 C -0.2757 0.5490 -0.0064  0.733
7 C -1.4282 1.5127 -0.0999  -1.212
8 C -1.7953 -1.3984 -0.0274  -0.923
9 N 0.9321 1.0609 -0.2010  -0.115
10 N 3.3008 1.2808 -0.2437  -0.425
11 N -0.4568 -0.8036 0.0777  0.002
12 H -1.6334 1.7858 0.9593  0.314
13 H -1.1968 2.4371 -0.6298  0.368
14 H -2.2515 0.9919 -0.5234  0.345
15 H -1.7129 -2.5425 -0.1891  0.333
16 H -2.3369 -1.1556 0.9836  0.325
17 H -2.2648 -0.8239 -0.9053  0.378

Force components x, y, z for each atom (eV/Å):
C 4.94 3.07 -1.15
C -4.42 -1.49 0.10
C -2.13 -2.03 1.16
C 2.37 0.40 -0.12
C -2.12 -0.62 -0.07
C -0.43 0.11 -1.49
C 0.78 -0.25 1.45
C -1.71 0.33 0.56
N -0.47 -0.09 0.59
N 2.85 -0.02 0.12
N 0.64 0.90 0.27
H -0.33 -0.06 -0.59
H 0.19 -0.34 -0.08
H -0.93 0.12 -0.23
H -0.08 2.22 0.20
H 0.65 -0.67 -2.09
H 0.18 -1.57 1.38



[4]
The following is a quantum chemistry calculation of an isolated molecule of C8H6N4O, from OMol25.

Calculated total energy (hartree): -602.42039
Maximum force (eV Å⁻¹): 8.8
E_HOMO (eV): -9.578
Spin multiplicity: 1
Orbital gap (eV): 9.12
SMILES string: c1cc2c(nn1)CCc1nonc1-2
Energy relative to the best compared isomer or geometry (same formula, charge and spin) (eV): 5.704

Last column: Mulliken charge in e.
Positions of all 19 atoms, in Å:
1 C -0.9758 2.1452 -0.0186  -0.534
2 C 0.3450 2.0481 0.3772  -0.319
3 C 1.1188 0.6496 -0.0280  0.168
4 C 2.6880 -1.3117 0.0134  -0.252
5 C 1.3587 -1.6927 0.5464  -0.477
6 C 0.5971 -0.6056 0.2447  0.537
7 C -0.9456 -0.6520 0.0566  0.481
8 C -1.6501 0.6110 0.0824  0.310
9 H -1.6625 3.0403 0.2463  0.332
10 H -0.9321 2.3049 -1.0330  0.348
11 H 0.9716 2.6759 -0.1832  0.292
12 H 0.7431 1.7067 1.5703  0.222
13 H 3.1389 -2.1954 -0.3703  0.385
14 H 0.9802 -2.7651 1.1593  0.290
15 N 2.3670 0.9400 -0.2602  -0.042
16 N 3.1465 -0.0283 -0.4904  -0.762
17 N -1.8092 -1.6264 -0.3421  -0.431
18 N -2.9219 0.2750 0.0208  -0.517
19 O -2.9916 -1.1051 -0.1912  -0.032

Force components x, y, z for each atom (eV/Å):
C -6.55 -1.94 1.00
C 5.98 -5.05 4.09
C -1.62 2.78 0.67
C -0.95 0.61 -0.87
C 2.10 -0.35 0.46
C -4.58 -1.09 -0.67
C 0.99 0.33 -1.06
C -1.12 0.23 0.30
H 1.07 -1.80 0.62
H -0.11 -0.01 -2.80
H 1.03 1.56 0.35
H -1.77 2.55 -2.84
H 1.69 -0.17 0.12
H 1.36 3.44 -2.50
N -0.61 1.34 -0.21
N 0.31 -6.18 1.60
N 3.73 0.97 2.56
N 0.05 0.76 -0.26
O -1.02 2.01 -0.57



[5]
The following is a quantum chemistry calculation of the ion C8H6NO2S2 with charge -1, from OMol25.

Calculated total energy (hartree): -1310.00263
Maximum force (eV Å⁻¹): 3.9
E_HOMO (spin up / spin down) (eV): -1.490 / -4.849
Spin multiplicity: 3
Orbital gap (spin up / spin down) (eV): 4.57 / 5.69
Net charge: -1
Energy relative to the best compared isomer or geometry (same formula, charge and spin) (eV): 0.000

Last column: Mulliken spin population.
Positions of all 19 atoms, in Å:
1 C -1.7532 1.7744 -0.1075  -0.110
2 C -1.9852 1.7847 1.2935  0.226
3 C -0.6962 0.9722 -0.6215  0.211
4 C -1.0704 1.1454 2.0843  -0.108
5 C 0.2817 0.3486 0.1816  -0.037
6 C 0.0823 0.5617 1.5582  0.203
7 C 0.4390 -1.9818 -1.8432  0.044
8 C 1.5941 -1.0926 -1.1729  0.524
9 N 1.4378 -0.2019 -0.2788  0.492
10 O 0.8141 -2.8538 -2.6268  0.112
11 O -0.6771 -1.8747 -1.2658  0.246
12 S 1.2305 -0.0641 2.7425  0.037
13 S 3.1842 -1.4930 -1.7933  0.143
14 H -2.5230 2.0522 -0.7501  -0.006
15 H -2.8034 2.4212 1.7622  0.014
16 H -0.5471 0.9689 -1.7564  0.004
17 H -1.2687 1.1754 3.1666  -0.006
18 H 1.6376 -1.1938 1.9793  0.013
19 H 2.6229 -2.4492 -2.5520  -0.002

Force components x, y, z for each atom (eV/Å):
C 1.62 -2.74 1.16
C -0.83 1.50 -0.98
C -1.27 1.61 -2.23
C 0.47 0.17 1.04
C 1.51 0.84 -0.79
C -0.25 -0.73 1.81
C -1.08 -0.62 2.62
C 0.29 -1.54 -3.10
N -2.36 1.03 2.96
O 0.50 -0.08 -1.08
O 0.66 0.86 -0.69
S 0.50 -1.30 -0.76
S 0.35 0.47 0.06
H -0.91 1.01 -1.19
H 0.97 -1.15 -0.77
H -0.29 -0.27 1.81
H 0.54 -0.23 -0.47
H -0.40 1.42 0.75
H -0.02 -0.23 -0.16



[6]
The following is a quantum chemistry calculation of a cluster of 2 separate species, C8H6NO4S in total, from OMol25.

Calculated total energy (hartree): -1062.32774
Maximum force (eV Å⁻¹): 4.4
E_HOMO (eV): -4.007
Spin multiplicity: 1
Orbital gap (eV): 7.27
Net charge: -1
Energy relative to the best compared isomer or geometry (same formula, charge and spin) (eV): 0.000

Last column: Mulliken charge in e.
Positions of all 20 atoms, in Å:
1 C -2.0801 -0.5007 -0.1631  -0.468
2 C -1.2521 -0.7655 -1.2330  -0.303
3 C -1.4761 0.0338 0.9442  -0.284
4 C 0.1093 -0.4215 -1.2287  -0.292
5 C -0.1703 0.4539 0.9901  -0.403
6 C 0.6227 0.2552 -0.0937  0.602
7 C 4.0018 -1.7786 0.9559  0.743
8 C 1.9281 0.9795 -0.2004  -0.238
9 N 3.0954 0.4534 -0.4456  0.465
10 O 3.9987 -0.9441 1.7364  -0.442
11 O 4.2092 -2.8660 0.5744  -0.509
12 O 4.2601 1.2474 -0.6556  -0.391
13 O 3.2949 -0.8090 -0.5430  -0.667
14 S 1.8247 2.7801 -0.1030  -0.591
15 H -3.1743 -0.5321 -0.2740  0.344
16 H -1.9116 -1.1542 -2.0465  0.222
17 H -2.1258 0.0596 1.9200  0.180
18 H 0.7101 -0.6818 -2.1121  0.359
19 H 0.3690 0.8282 1.8725  0.384
20 H 3.8920 2.1388 -0.7711  0.289

Force components x, y, z for each atom (eV/Å):
C 0.17 0.74 -0.13
C -1.10 -0.09 -1.08
C -2.27 0.12 3.79
C -0.60 -0.36 -0.05
C 0.52 -0.32 1.34
C 1.32 -0.62 -2.79
C 0.27 -1.59 -1.22
C 0.62 2.96 0.20
N -0.28 -0.16 0.25
O -0.01 2.76 3.08
O -0.10 -0.83 -0.90
O -1.01 -1.34 0.15
O 0.18 -0.68 -1.41
S 0.08 -1.63 -0.16
H 0.63 -0.51 0.33
H 1.71 0.07 -0.14
H 1.32 0.39 -1.83
H -0.06 0.41 0.64
H -0.89 0.12 -0.26
H -0.49 0.56 0.21



[7]
The following is a quantum chemistry calculation of a cluster of 2 separate species, C8H6S2 in total, from OMol25.

Calculated total energy (hartree): -1104.70089
Maximum force (eV Å⁻¹): 5.6
E_HOMO (eV): -8.801
Spin multiplicity: 1
Orbital gap (eV): 8.24
Energy relative to the best compared isomer or geometry (same formula, charge and spin) (eV): 0.946

Last column: Mulliken charge in e.
Positions of all 16 atoms, in Å:
1 C -2.3473 -0.1350 0.4619  -0.303
2 C -1.5739 -1.0842 1.1230  -0.591
3 C -1.7796 0.6750 -0.5814  -0.437
4 C -0.2099 -1.1210 0.8649  -0.155
5 C -0.4022 0.6168 -0.8280  -0.162
6 C 0.3992 -0.2562 -0.0513  0.605
7 C 2.7117 1.0139 -0.5611  0.145
8 C 1.8118 -0.1753 -0.3596  -0.338
9 S 3.0454 2.2997 -1.3958  -0.309
10 S 3.1105 0.1043 0.9352  -0.099
11 H -3.3403 -0.0634 0.8809  0.362
12 H -1.8501 -1.5575 2.0639  0.309
13 H -2.4656 1.4343 -1.1409  0.262
14 H 0.4418 -1.7926 1.4511  0.325
15 H 0.1797 1.3038 -1.5731  0.167
16 H 2.2686 -1.2625 -1.2897  0.220

Force components x, y, z for each atom (eV/Å):
C 0.73 0.00 -0.51
C 1.18 1.17 0.35
C -1.49 0.69 0.11
C 1.47 -0.21 -0.03
C 0.51 0.71 -0.37
C -1.86 0.67 -0.82
C -1.38 -2.23 1.88
C 3.93 -2.97 -2.60
S 0.21 0.56 -0.47
S -0.29 0.56 -1.14
H -0.37 0.51 -0.71
H -0.65 -0.24 -0.57
H 1.45 -1.53 1.10
H -0.39 0.38 -0.31
H -1.58 -1.28 1.35
H -1.45 3.21 2.74



[8]
The following is a quantum chemistry calculation of a structure of composition C8H7BMnN2O4, from OMol25.

Calculated total energy (hartree): -1895.45131
Maximum force (eV Å⁻¹): 0.6
E_HOMO (spin up / spin down) (eV): -9.554 / -9.622
Spin multiplicity: 6
Orbital gap (spin up / spin down) (eV): 8.08 / 8.05

Last column: Mulliken spin population.
Positions of all 23 atoms, in Å:
1 Mn 0.0467 -0.0857 0.8856  4.834
2 O 2.3394 -1.0372 -2.6430  0.002
3 C 1.4606 -0.6690 -1.7341  -0.010
4 O 1.7464 -0.0792 -0.7051  0.007
5 C 0.0334 -1.0167 -2.0531  -0.001
6 C -0.4809 -1.5296 -3.2216  0.002
7 C -1.8758 -1.6628 -3.2829  0.003
8 C -2.6735 -1.2704 -2.2233  0.003
9 C -2.0580 -0.7652 -1.0786  0.001
10 N -0.7438 -0.6803 -1.0293  0.043
11 C -2.7714 -0.2162 0.1641  -0.010
12 O -3.9825 -0.2319 0.1691  0.013
13 O -1.9663 0.2457 1.0583  0.042
14 H 3.2310 -0.7874 -2.3493  0.000
15 H 0.1504 -1.8063 -4.0521  0.001
16 H -2.3285 -2.0620 -4.1804  -0.001
17 H -3.7518 -1.3356 -2.2516  0.000
18 B 1.5826 -4.0913 2.8038  -0.001
19 C 1.1228 -2.6473 2.3574  0.065
20 N 0.7795 -1.5908 2.0205  -0.004
21 H 0.7179 -4.5128 3.5326  0.003
22 H 1.6786 -4.7247 1.7755  0.004
23 H 2.6435 -3.9357 3.3624  0.003

Force components x, y, z for each atom (eV/Å):
Mn -0.45 -0.37 0.18
O 0.04 0.04 0.01
C -0.28 -0.16 -0.04
O 0.13 -0.05 -0.10
C 0.29 0.15 0.14
C -0.28 0.00 0.06
C 0.16 -0.02 -0.06
C -0.02 0.03 0.10
C 0.07 -0.10 -0.17
N 0.06 0.13 0.07
C -0.11 0.07 -0.10
O 0.03 -0.02 0.04
O 0.32 0.01 0.01
H -0.04 0.01 0.02
H 0.05 0.01 0.01
H -0.01 0.00 0.00
H 0.00 0.00 0.00
B -0.06 0.32 -0.12
C -0.01 -0.14 0.10
N 0.07 0.20 -0.17
H 0.00 -0.02 0.02
H 0.03 -0.03 0.01
H 0.02 -0.06 0.00



[9]
The following is a quantum chemistry calculation of a structure of composition C8H7ClN2, from OMol25.

Calculated total energy (hartree): -878.62069
Maximum force (eV Å⁻¹): 5.3
E_HOMO (spin up / spin down) (eV): -8.861 / -8.862
Spin multiplicity: 1
Orbital gap (spin up / spin down) (eV): 7.69 / 7.69
Energy relative to the best compared isomer or geometry (same formula, charge and spin) (eV): 2.141

Last column: Mulliken charge in e.
Positions of all 18 atoms, in Å:
1 C 0.2350 -1.7850 -0.9831  -0.194
2 C -1.1467 -1.3680 -1.1722  -0.247
3 C -1.3470 1.8665 0.1690  -0.715
4 C 1.2829 -1.1085 -0.4175  -0.770
5 C -2.6697 1.5054 -0.1403  -0.125
6 C -0.6264 0.7647 -0.0991  0.296
7 C -1.5476 -0.1514 -0.6797  0.191
8 C 1.2570 0.2620 0.0118  0.820
9 N -2.8090 0.3603 -0.7731  -0.677
10 N 1.8242 0.5396 1.2503  -0.579
11 Cl 1.8765 1.3343 -1.2484  -0.171
12 H 0.4461 -2.8507 -1.0087  0.348
13 H -1.6653 -2.0328 -1.9021  0.360
14 H -0.9586 2.8602 0.6129  0.318
15 H 2.3077 -1.6621 -0.3599  0.233
16 H -3.5513 2.2136 -0.0462  0.349
17 H 1.9772 1.5395 1.3188  0.263
18 H 1.1919 0.2059 2.0129  0.299

Force components x, y, z for each atom (eV/Å):
C 1.60 -0.09 2.03
C 0.57 0.84 -0.80
C 2.76 2.17 1.88
C 0.52 -2.94 -1.24
C -3.54 1.10 -1.68
C 4.09 -0.94 0.82
C 0.81 -3.14 -1.70
C -4.71 2.31 -0.67
N -1.03 1.10 1.19
N -0.26 -0.08 1.25
Cl 0.66 0.29 -0.26
H -0.17 0.01 -0.89
H -0.38 0.79 1.17
H -0.91 -1.84 -0.82
H -1.96 1.12 0.18
H 1.08 -1.06 0.03
H -0.05 -0.09 0.36
H 0.91 0.46 -0.86



[10]
The following is a quantum chemistry calculation of a cluster of 2 separate species, C8H7ClO2S in total, from OMol25.

Calculated total energy (hartree): -1317.54069
Maximum force (eV Å⁻¹): 3.6
E_HOMO (spin up / spin down) (eV): -7.256 / -10.137
Spin multiplicity: 3
Orbital gap (spin up / spin down) (eV): 7.86 / 6.49

Last column: Mulliken spin population.
Positions of all 19 atoms, in Å:
1 C 0.3219 0.5308 -1.9750  0.002
2 C 0.2392 -0.9156 -1.5853  0.027
3 C -0.8759 0.9374 -0.9503  0.061
4 C 1.3841 0.7987 -0.8710  0.039
5 C -0.9487 -0.5388 -0.5871  0.045
6 C 1.3074 -0.6634 -0.4754  0.039
7 C 0.2049 1.1417 0.1021  0.020
8 C 0.1236 -0.3132 0.4559  0.690
9 O 0.2894 -0.0038 3.7018  0.161
10 O -0.9596 -2.0636 3.2697  0.213
11 S -0.5595 -0.7377 2.8742  0.335
12 Cl -2.4317 0.3321 2.8691  0.313
13 H 0.4204 0.8003 -2.9536  0.006
14 H 0.4500 -1.7178 -2.2796  0.006
15 H -1.7269 1.5088 -0.9199  0.002
16 H 2.2886 1.3409 -1.0014  0.000
17 H -1.8016 -1.1354 -0.2346  0.019
18 H 2.2196 -1.2275 -0.2709  0.006
19 H 0.0546 1.9261 0.8312  0.016

Force components x, y, z for each atom (eV/Å):
C -0.93 1.15 2.11
C 0.03 -1.11 0.81
C 2.16 -1.79 -0.82
C -0.87 0.93 0.13
C -0.46 -2.75 0.42
C 0.24 -0.80 0.55
C 0.49 1.47 1.08
C 1.76 -0.32 -0.87
O 2.31 1.61 1.36
O 0.44 -0.31 -0.39
S -3.09 -1.72 0.36
Cl -0.19 0.30 -0.25
H 0.11 1.02 -2.52
H -0.81 -0.31 -0.18
H -1.85 1.65 -0.80
H 0.64 0.57 -0.05
H -0.15 0.19 -0.98
H -0.42 -0.28 0.00
H 0.60 0.49 0.05